1.
{"formula": "C6H12N2O", "method": "ωB97M-V/def2-TZVPD", "species": ["C", "C", "C", "C", "C", "C", "O", "N", "N", "H", "H", "H", "H", "H", "H", "H", "H", "H", "H", "H", "H"], "coordinates": [[-2.03, 1.20, 0.16], [-1.17, 0.04, -0.24], [-0.61, -0.06, -1.61], [0.83, -0.01, -1.18], [1.30, -0.15, 0.14], [1.32, 0.94, 1.18], [2.38, -1.01, 0.24], [-0.83, -0.86, 0.67], [-0.72, -2.20, 0.24], [-1.65, 2.14, -0.24], [-3.04, 1.06, -0.24], [-2.10, 1.27, 1.25], [-0.89, -0.97, -2.14], [-0.85, 0.81, -2.22], [1.57, -0.02, -1.97], [0.50, 1.63, 1.07], [1.30, 0.51, 2.19], [2.25, 1.51, 1.08], [2.94, -0.77, 0.99], [-0.52, -2.75, 1.06], [0.02, -2.32, -0.44]], "smiles": "C/C(C/C=C(\\C)O)=N/N", "orbital_gap_ev": 8.26, "de_lowest_kcal_mol": 102.4, "energy_ev": -11440.2281}



2.
{"formula": "C6H12N2O", "method": "ωB97M-V/def2-TZVPD", "species": ["C", "C", "C", "C", "O", "H", "H", "H", "H", "H", "H", "H", "H", "N", "C", "N", "C", "H", "H", "H", "H"], "coordinates": [[1.93, 1.24, 0.80], [0.91, 0.07, -1.69], [0.39, -0.55, -0.41], [0.63, -1.88, -0.19], [0.87, 0.33, 0.87], [2.84, 0.76, 0.40], [1.69, 2.11, 0.17], [2.16, 1.60, 1.81], [0.59, 1.11, -1.75], [0.51, -0.47, -2.55], [1.99, 0.02, -1.75], [1.12, -2.50, -0.93], [0.31, -2.36, 0.72], [-1.87, 0.97, 1.80], [-2.34, -0.89, -0.63], [-1.48, 1.04, 0.54], [-1.40, -0.08, -0.16], [-1.74, 1.83, 2.32], [-1.66, 0.10, 2.29], [-3.35, -0.91, -0.23], [-2.09, -1.55, -1.44]], "orbital_gap_ev": [8.90, 7.13], "de_lowest_kcal_mol": 155.2, "energy_ev": -11437.9391}



3.
{"formula": "C6H12N2O", "method": "ωB97M-V/def2-TZVPD", "species": ["C", "C", "C", "C", "N", "O", "C", "C", "N", "H", "H", "H", "H", "H", "H", "H", "H", "H", "H", "H", "H"], "coordinates": [[-2.17, -0.82, 0.42], [-1.08, -0.18, 0.01], [-0.64, -0.12, -1.37], [0.63, -0.38, -1.76], [1.11, -0.19, -3.04], [1.58, -0.76, -0.88], [-0.23, 0.64, 1.14], [0.47, -0.20, 2.23], [0.53, 1.74, 0.60], [-2.55, -0.72, 1.42], [-2.77, -1.39, -0.27], [-1.38, 0.13, -2.12], [1.96, -0.69, -3.25], [0.42, -0.17, -3.77], [1.15, -0.64, 0.04], [-1.07, 1.12, 1.66], [-0.15, -1.06, 2.50], [1.44, -0.56, 1.90], [0.64, 0.41, 3.12], [1.35, 1.43, 0.10], [0.80, 2.40, 1.32]], "smiles": "C=C(/C=C(/N)O)[C@@H](C)N", "orbital_gap_ev": 8.40, "de_lowest_kcal_mol": 39.3, "energy_ev": -11442.9685}